[1]
Density functional theory data (ωB97M-V/def2-TZVPD) for a molecular structure, C17H45N11O19.

```
92
Properties=species:S:1:pos:R:3:forces:R:3:mulliken_charge:R:1
C 1.88385 -1.00423 -3.12458 1.63 0.17 1.13 0.13
N 2.64061 -0.42543 -4.28839 -2.36 -1.26 0.07 1.09
O 3.33065 0.53058 -4.10187 1.35 0.40 -0.06 -0.59
O 2.27527 -0.84745 -5.35506 0.41 -0.39 -1.12 -0.63
H 1.38810 -1.97070 -3.21547 0.21 0.83 -1.11 0.55
H 1.29226 -0.14910 -2.79764 -0.32 -1.00 -0.67 -1.15
H 2.58263 -1.21069 -2.31392 0.57 0.31 -0.27 0.36
C -4.68695 -0.56734 -0.24244 -0.30 0.29 1.27 -0.74
N -3.96869 0.23994 0.88139 -0.88 0.68 -0.25 0.59
O -4.63850 0.59618 1.84899 0.90 -0.90 -1.14 -0.56
O -2.75635 0.40705 0.72450 -6.92 3.86 4.65 -0.67
H -4.11020 -0.74618 -1.14989 0.42 0.21 0.52 0.21
H -5.62636 -0.07161 -0.48712 0.15 0.05 0.28 0.32
H -4.88102 -1.48498 0.31287 -0.21 -0.16 -0.42 0.32
C 1.27776 -2.35444 2.27619 0.22 0.80 -0.30 -0.59
N 0.83816 -2.76469 0.92666 3.83 -1.45 -0.14 0.34
O 0.16976 -2.04258 0.21200 5.55 0.85 3.35 -0.55
O 1.33897 -3.79446 0.46675 -0.50 0.31 0.57 -0.60
H 1.22967 -3.15076 3.01893 -0.04 -0.14 -0.46 0.34
H 0.62738 -1.51352 2.51694 1.83 -0.69 0.17 0.21
H 2.30273 -2.02976 2.09700 0.08 -0.07 0.28 0.24
C 0.90267 1.73960 3.97612 -0.62 4.88 5.26 0.12
N 0.79872 3.25122 4.20761 1.81 0.13 1.15 0.97
O 0.48499 4.03184 3.28736 0.48 -1.42 2.80 -0.59
O 1.22334 3.61851 5.29738 -0.68 0.76 -0.57 -0.64
H 0.49796 1.58032 2.97665 -0.61 2.67 3.51 -0.50
H 0.17906 1.30680 4.66690 0.78 -0.07 0.53 0.14
H 1.96187 1.48780 4.02887 -0.30 -0.04 0.31 0.26
C -2.51508 0.40730 -3.12929 -1.78 1.49 -1.06 -1.17
N -1.29927 1.23815 -3.22899 1.37 1.67 -1.42 1.19
O -0.25795 0.74418 -3.73352 -1.63 0.77 1.11 -0.56
O -1.36181 2.41335 -2.79994 0.19 -3.55 -8.32 -0.53
H -2.88947 0.59773 -2.12348 -0.08 -0.38 -0.32 0.39
H -2.32161 -0.63692 -3.37481 -0.28 1.04 -0.14 0.31
H -3.27229 0.86254 -3.76762 0.22 0.19 -0.36 0.40
C 2.60184 1.72252 -1.80781 3.53 2.65 -0.42 -1.91
N 3.48223 2.91386 -2.12336 0.24 -0.52 -0.33 1.18
O 3.01859 3.75158 -2.87828 1.21 -0.40 0.98 -0.64
O 4.60416 2.87019 -1.57383 -1.57 1.17 -1.25 -0.67
H 3.39798 1.00731 -1.60110 -0.97 -0.18 -0.73 0.33
H 2.05572 1.47949 -2.71929 -0.28 0.75 0.74 0.99
H 2.16365 1.96187 -0.83889 0.48 1.56 -1.34 1.64
C -2.25561 -1.68009 4.52937 -0.13 -0.66 -1.47 -1.05
N -1.51681 -0.73360 3.67187 -1.00 -0.10 1.47 0.86
O -0.83234 -1.14133 2.74516 -2.04 -3.57 3.32 -0.57
O -1.68422 0.41195 3.96989 0.38 1.25 -0.34 -0.52
H -3.04891 -1.09804 4.99841 0.43 -0.37 0.40 0.35
H -1.49420 -2.18991 5.11964 -0.44 0.10 0.35 0.32
H -2.65729 -2.35454 3.77314 -0.22 -0.46 0.47 0.33
C 4.41226 0.50039 0.05872 0.78 1.21 0.70 -0.45
N 5.13312 0.04216 1.30424 -3.13 -0.80 -0.53 0.92
O 4.45729 0.24936 2.32238 1.43 -0.23 -0.55 -0.53
O 6.11824 -0.61127 1.18946 1.45 -0.37 0.54 -0.60
H 4.19352 1.50473 0.42141 -0.64 0.05 -0.76 0.40
H 3.51040 -0.07055 -0.16215 0.77 -0.41 0.94 0.22
H 4.98794 0.57829 -0.86357 0.73 -0.30 0.65 0.42
C -0.21510 0.40882 1.54149 -0.29 2.01 -5.52 -0.06
O 0.69522 0.93631 2.14094 1.94 -5.77 -7.28 -0.38
N -0.02634 0.21919 0.23688 -3.21 -0.48 -1.60 1.39
C -1.23622 -0.35077 -0.51469 4.40 -3.60 -1.04 1.27
C 1.21923 0.34366 -0.58197 -3.14 -1.45 1.83 -0.86
H -1.21130 0.07958 1.87523 1.05 2.82 -1.51 0.39
H -0.98099 -1.40459 -0.62624 -0.66 2.46 -0.31 -1.08
H -1.43172 -0.09276 -1.55552 1.39 1.17 2.13 0.23
H -2.21142 -0.47836 -0.04480 2.85 -1.12 -1.51 -0.44
H 2.10638 0.57539 0.00741 -1.40 -0.03 0.47 0.94
H 1.41221 -0.55840 -1.16262 -0.46 -0.12 1.20 -0.38
H 0.99075 1.10287 -1.32996 -0.63 -1.03 0.92 -0.43
C -0.01307 3.75146 0.76392 0.88 0.74 0.47 -0.19
O 1.07827 3.75236 0.19697 -0.72 -0.56 -0.29 -0.61
N -1.16756 3.19954 0.37969 -1.54 -2.38 1.26 0.21
C -2.28192 3.29997 1.39664 -0.31 1.23 -1.73 -1.01
C -1.31794 2.35390 -0.82241 -0.18 1.74 2.90 0.36
H -0.16716 4.20087 1.75714 0.28 0.25 -1.32 0.53
H -2.75847 2.42401 1.83675 1.02 -0.35 0.04 0.19
H -3.11257 3.77114 0.87118 -0.29 0.10 -0.24 0.47
H -2.03302 4.05703 2.14028 0.32 -0.44 0.14 0.39
H -1.76695 2.96945 -1.60190 -0.24 0.86 2.81 1.03
H -0.39015 1.89984 -1.17046 -0.05 1.39 0.79 -1.23
H -1.93963 1.45859 -0.82062 -0.29 1.25 1.19 -0.40
C -0.75268 -2.58542 -2.52929 -0.65 0.42 0.19 -0.72
O -1.36493 -1.50189 -2.34190 1.29 -6.78 -3.07 -0.68
N -0.77458 -3.67418 -1.71828 -2.26 1.46 0.58 0.43
C -0.14667 -4.90119 -2.00004 1.93 -0.29 -2.08 -0.94
C -1.36063 -3.59477 -0.37958 -1.31 -2.11 -0.89 -0.70
H -0.05173 -2.66932 -3.37418 -0.67 -0.43 -0.02 0.78
H 0.05473 -4.85940 -3.07046 0.51 -0.22 -0.17 0.34
H -0.68230 -5.84634 -1.91126 -0.55 0.45 0.67 0.33
H 0.80478 -4.90286 -1.46820 -0.03 -0.65 0.03 0.35
H -2.42782 -3.37312 -0.37180 0.02 -0.10 -0.06 0.25
H -1.10805 -4.54000 0.10088 -0.70 -0.19 -0.09 0.56
H -0.71914 -2.87319 0.12630 -3.72 -1.48 -0.59 0.18
```
Positions in Å, forces in eV/Å.

Total charge: 0
HOMO level in eV: -7.27
Molar mass in g/mol: 707.6
Orbital gap in eV: 5.820
LUMO in Eh: -0.053

=====

[2]
Density functional theory data (ωB97M-V/def2-TZVPD) for a molecular structure, C37H57As3Cl3Ge3N2STi.

```
107
Properties=species:S:1:pos:R:3:forces:R:3:mulliken_charge:R:1
Ti 0.55461 0.12025 -1.15354 -0.75 0.47 0.64 1.21
C -0.33051 -2.03122 2.75272 -0.01 0.01 0.05 -1.45
As -1.18044 -1.87982 1.00087 0.12 0.07 -0.09 1.53
C -2.98932 -2.11454 1.70531 -0.02 0.01 0.01 -1.43
C -0.67772 -3.71539 0.46839 0.01 -0.01 0.01 -1.53
C -1.28732 -4.35850 -0.77858 -0.01 -0.01 -0.03 3.27
C -2.81634 -4.40323 -0.66920 -0.01 0.00 0.01 -2.16
C -0.86713 -3.65565 -2.07003 0.02 0.00 0.01 -1.24
As -1.13024 -1.73385 -2.36182 0.04 -0.03 -0.12 0.87
C -3.05740 -1.46073 -2.25477 -0.01 0.01 0.02 -1.38
C -1.01729 -1.82667 -4.30246 -0.05 -0.01 0.01 -1.64
C -0.83809 -5.83800 -0.85711 -0.02 0.01 0.01 -2.33
As 0.98554 -6.57790 -1.12522 0.00 -0.06 -0.04 0.32
C 1.36279 -6.02832 -2.97494 0.02 0.01 -0.02 -0.97
C 2.21401 -5.33317 -0.23873 0.02 0.03 0.02 -0.62
H -0.54748 -3.02794 3.13692 0.03 0.00 0.03 0.63
H -0.77186 -1.30317 3.42884 0.00 0.02 0.01 0.34
H 0.74534 -1.88351 2.70353 0.00 0.01 0.00 0.25
H -3.06666 -3.10038 2.16400 -0.03 0.01 0.01 0.52
H -3.75561 -2.00211 0.94447 -0.02 -0.01 0.00 0.32
H -3.14395 -1.34207 2.45850 -0.01 0.00 0.01 0.44
H -0.89626 -4.34265 1.33783 -0.02 -0.01 -0.01 0.86
H 0.40948 -3.67276 0.37570 -0.02 0.00 0.00 -0.35
H -3.26318 -3.41561 -0.59015 0.02 0.00 -0.01 0.14
H -3.11958 -4.97259 0.21150 0.01 0.00 0.00 0.44
H -3.24442 -4.89495 -1.54532 0.00 -0.01 0.00 0.48
H -1.38015 -4.12290 -2.91552 0.02 -0.04 0.01 0.72
H 0.20197 -3.78843 -2.23557 -0.02 0.01 0.02 -0.58
H -3.55871 -2.32447 -2.68848 -0.03 0.02 0.00 0.48
H -3.30479 -0.57444 -2.83858 -0.01 0.00 -0.01 0.62
H -3.39652 -1.31795 -1.23122 0.01 0.00 0.01 0.10
H -1.76852 -2.53926 -4.64347 0.01 0.01 -0.03 0.54
H -0.02601 -2.15756 -4.60367 0.00 0.00 0.01 0.40
H -1.21483 -0.84924 -4.73732 0.01 0.01 0.00 0.42
H -1.38826 -6.31666 -1.67557 -0.01 -0.01 0.01 0.57
H -1.18882 -6.33749 0.05072 0.00 0.01 0.01 0.54
H 0.49730 -6.23920 -3.60320 0.00 0.00 0.00 0.29
H 2.19530 -6.63021 -3.33686 0.00 0.00 0.00 0.45
H 1.63284 -4.97682 -3.06801 0.02 -0.01 -0.01 0.14
H 2.04909 -5.33503 0.83827 0.00 0.00 0.00 0.34
H 2.15350 -4.31706 -0.62443 0.02 -0.01 0.00 -0.27
H 3.21852 -5.71339 -0.42626 0.01 0.01 0.01 0.47
C -4.90375 1.18718 2.45031 0.02 0.00 0.00 -0.81
C -3.91533 1.68632 3.28437 0.01 -0.01 -0.03 -0.90
C -2.62078 1.86777 2.80959 -0.02 0.05 0.05 -0.51
C -2.27328 1.53869 1.49703 -0.09 -0.08 0.00 0.15
C -3.28291 1.02252 0.68269 0.01 0.00 0.00 0.32
C -4.58209 0.85992 1.14079 -0.01 -0.01 0.01 -0.69
Ge -0.47638 2.05163 0.82952 -0.14 0.25 0.31 1.91
C -0.82501 3.87939 0.11013 0.04 0.08 -0.07 0.42
C 0.18548 4.80248 -0.17456 0.01 -0.03 0.04 -0.25
C -0.09290 6.06429 -0.68416 -0.04 0.00 0.01 -0.99
C -1.40706 6.43358 -0.93742 0.04 0.01 0.00 -0.73
C -2.42937 5.53652 -0.66185 0.00 -0.03 0.00 -0.95
C -2.13929 4.28034 -0.14139 -0.02 -0.01 -0.01 -0.26
C 0.53857 2.38331 2.49859 0.08 0.09 0.05 0.07
C 0.42411 1.49779 3.57221 0.06 -0.08 -0.04 0.15
C 0.99471 1.76040 4.80785 0.06 -0.02 -0.01 -0.87
C 1.72599 2.92387 4.99766 0.00 0.01 0.00 -0.79
C 1.85793 3.82001 3.94887 -0.02 0.00 -0.01 -0.78
C 1.25994 3.55796 2.72156 0.03 -0.06 0.01 -0.12
H -5.91377 1.05693 2.81596 0.00 0.00 0.00 0.37
H -4.15032 1.95235 4.30695 0.00 0.00 0.00 0.42
H -1.88384 2.29151 3.47994 -0.06 0.01 -0.04 0.43
H -3.07119 0.74557 -0.33950 0.04 -0.01 -0.04 -0.38
H -5.34323 0.46986 0.47542 0.00 0.00 0.00 0.45
H 1.22301 4.54089 0.00377 -0.01 0.01 -0.05 0.07
H 0.71445 6.76192 -0.87236 0.01 0.00 0.00 0.50
H -1.63240 7.41789 -1.32738 0.00 0.00 0.00 0.41
H -3.45973 5.81975 -0.83659 0.00 -0.01 0.00 0.51
H -2.95884 3.60501 0.07231 0.00 0.00 0.00 0.26
H -0.15111 0.59110 3.45714 -0.02 -0.05 -0.04 0.32
H 0.87357 1.05376 5.61921 -0.01 0.00 0.00 0.44
H 2.18056 3.13400 5.95685 0.00 0.00 0.00 0.37
H 2.41212 4.73940 4.08804 0.00 0.00 0.00 0.45
H 1.34802 4.30641 1.94883 0.02 -0.01 0.03 0.23
C 3.85925 2.24900 0.49879 -0.01 0.05 -0.02 -0.80
Ge 3.53187 0.36936 0.96690 -0.07 0.00 -0.05 0.31
C 4.86211 -0.81049 0.14313 0.05 -0.06 -0.02 -1.13
C 3.87494 0.19255 2.87589 -0.01 -0.03 0.08 -1.17
C 1.65340 -0.19314 0.66021 0.11 0.10 -0.16 0.36
H 4.35242 2.34806 -0.46942 0.02 -0.01 0.02 0.42
H 4.50804 2.69632 1.25269 0.00 0.01 -0.01 0.51
H 2.91901 2.80480 0.50166 0.04 0.00 -0.02 -0.04
H 4.94797 -0.80643 -0.94383 0.03 0.00 0.05 0.34
H 4.66322 -1.83807 0.45089 0.01 0.00 0.00 0.28
H 5.83666 -0.51814 0.53939 0.01 -0.02 0.00 0.45
H 4.92306 0.42219 3.07512 0.00 0.00 0.01 0.46
H 3.67904 -0.82605 3.21503 -0.01 0.01 0.01 0.35
H 3.25433 0.87869 3.44879 -0.04 0.03 0.04 0.26
H 1.19003 0.14036 1.58324 -0.09 0.01 0.05 -1.01
H 1.71928 -1.28461 0.72067 0.04 0.00 0.03 0.43
Cl 2.09823 -1.83763 -1.71069 0.35 -0.20 -0.15 -0.38
Ge 3.26296 0.06240 -2.62529 0.29 -0.14 -0.25 0.45
Cl 1.22774 0.32460 -3.78520 0.13 -0.01 -0.25 -0.37
Cl 4.38894 -1.04175 -4.12447 -0.01 0.00 -0.01 -0.33
S -1.41068 1.50837 -2.11801 0.10 0.05 -0.10 -0.66
C -0.19031 2.61498 -2.43272 -0.38 0.06 0.05 -0.35
N -0.40569 3.66019 -3.27714 0.22 -0.01 0.12 0.38
C 0.57707 4.49841 -3.64005 0.06 0.06 -0.05 -0.56
C 1.83799 4.29824 -3.15210 -0.13 0.00 0.02 -1.08
C 2.00454 3.24932 -2.24882 0.16 0.02 0.29 0.02
N 1.02310 2.45031 -1.86487 -0.15 -0.51 -0.32 1.61
H -1.34731 3.77490 -3.63010 0.00 0.04 -0.01 0.34
H 0.31388 5.29747 -4.31830 -0.03 -0.01 0.01 0.45
H 2.65752 4.93965 -3.43200 0.01 0.00 0.00 0.51
H 2.96866 3.07034 -1.78733 -0.04 -0.03 -0.08 -0.06
```
Positions in Å, forces in eV/Å.

Relative energy (zero: lowest compared OMol25 entry of this formula, charge and spin) in kJ/mol: 89.9
Total charge: +1
HOMO level (alpha / beta) in eV: -10.04 / -10.29
Molar mass in g/mol: 1158.8
Orbital gap (alpha / beta) in eV: 6.212 / 6.335
LUMO (alpha / beta) in Eh: -0.141 / -0.145

=====

[3]
Density functional theory data (ωB97M-V/def2-TZVPD) for C4H4O3 in the gas phase.

```
11
Properties=species:S:1:pos:R:3:forces:R:3:mulliken_charge:R:1
C -1.75488 0.11801 -0.43926 -0.02 0.03 -0.08 -0.98
C -0.29219 -0.21282 -0.49258 0.05 -0.13 -0.58 0.63
O 0.22764 -0.49717 -1.54734 -0.02 -0.18 0.49 -0.48
C 0.60840 -0.20114 0.74582 -0.15 -0.07 0.40 0.47
O 0.22325 -0.44599 1.86419 0.13 0.12 -0.60 -0.48
C 2.08606 0.13027 0.49474 0.29 0.30 -0.32 -0.02
O 2.45440 0.79957 -0.43367 -0.16 -0.26 0.59 -0.40
H -2.09398 0.66616 0.44446 0.21 -0.06 -0.22 0.32
H -2.35604 -0.78997 -0.55012 0.18 0.01 0.14 0.27
H -1.86940 0.67148 -1.37254 -0.45 0.23 0.23 0.33
H 2.76675 -0.23840 1.28630 -0.05 0.00 -0.05 0.35
```
Positions in Å, forces in eV/Å.

Relative energy (zero: lowest compared OMol25 entry of this formula, charge and spin) in kJ/mol: 136.4
Total charge: 0
HOMO level in eV: -9.73
Molar mass in g/mol: 100.1
Structure (SMILES): CC(=O)C(=O)C=O
Orbital gap in eV: 8.611
LUMO in Eh: -0.041

=====

Question: Which of these has the highest total charge?
Answer: C37H57As3Cl3Ge3N2STi

=====

Question: Which of these has the highest total charge?
Answer: C37H57As3Cl3Ge3N2STi